No. 1
Entry from OMol25: an isolated molecule of C10H21NP2 in a non-equilibrium geometry (wB97M-V/def2-TZVPD).

Properties
- Kohn-Sham gap (eV) = 9.024
- maximum force (eV/Å) = 4.7
- total energy (eV) = -30774.063

Structure (XYZ):
```
34
Properties=species:S:1:pos:R:3:lowdin_charge:R:1
C -0.29 2.62 2.10 -0.076
C -1.14 2.05 0.88 -0.186
C -0.25 1.38 0.00 -0.347
N 0.21 0.19 0.07 -0.036
C -0.08 -0.69 1.15 -0.235
C 0.94 -2.00 0.88 -0.720
P 1.85 -1.44 -0.64 0.782
P 0.10 -3.72 0.60 0.788
C -0.46 -4.10 2.31 -0.358
C -0.02 2.16 -1.30 -0.244
C 1.03 1.58 -2.31 -0.139
C -0.06 1.01 -3.17 -0.173
C -1.07 1.84 -2.36 -0.149
H 0.76 2.81 1.86 0.076
H -0.12 1.84 2.93 0.086
H -0.66 3.52 2.59 0.057
H -2.07 1.30 1.19 0.170
H -1.71 2.87 0.29 0.136
H 0.32 -0.31 1.99 0.063
H -1.07 -1.09 1.18 0.099
H 1.54 -2.16 1.74 0.026
H 2.19 -2.78 -1.14 -0.114
H 0.74 -1.57 -1.40 -0.120
H 1.32 -4.36 0.71 -0.089
H 0.43 -4.19 2.95 0.042
H -0.89 -5.08 2.17 0.017
H -1.06 -3.29 2.43 -0.035
H -0.01 3.19 -1.12 0.113
H 1.74 0.88 -1.87 0.035
H 1.52 2.45 -2.79 0.117
H -0.09 1.06 -4.25 0.105
H -0.28 0.00 -2.94 0.073
H -1.48 2.79 -2.81 0.128
H -1.86 1.22 -1.92 0.110
```

=====

No. 2
Entry from OMol25: an isolated molecule of C21H20BrF2NO4 in a non-equilibrium geometry (wB97M-V/def2-TZVPD).

Properties
- Kohn-Sham gap (eV) = 7.648
- maximum force (eV/Å) = 4.5
- total energy (eV) = -107248.219

Structure (XYZ):
```
49
Properties=species:S:1:pos:R:3:lowdin_charge:R:1
N 4.43 -0.98 2.01 -0.038
C 2.94 -1.14 1.76 -0.227
C 2.31 0.23 1.23 -0.074
C 3.14 1.46 0.70 0.034
C 2.40 2.72 0.16 -0.158
C 3.35 3.91 -0.40 -0.139
C 4.21 3.22 -1.61 -0.223
O 3.27 2.44 -2.43 -0.123
C 0.85 2.85 0.12 -0.472
Br -0.14 4.43 -0.55 0.715
C 0.02 1.65 0.63 -0.046
C 0.77 0.37 1.18 0.002
C -0.19 -0.84 1.67 -0.242
O 0.01 -1.49 2.72 0.040
C -1.46 -1.10 0.69 0.017
C -1.89 -2.55 0.30 -0.102
C -1.15 -3.87 0.82 -0.116
C -0.29 -4.45 -0.44 -0.241
O -1.03 -5.49 -1.13 -0.118
C -3.11 -2.65 -0.68 0.076
C -3.84 -1.38 -1.24 -0.078
F -4.92 -1.48 -2.17 -0.021
C -3.39 0.05 -0.84 -0.055
C -4.08 1.41 -1.40 -0.096
C -5.10 1.89 -0.22 -0.156
F -6.36 1.23 -0.44 -0.103
C -2.20 0.18 0.13 0.011
C -1.59 1.60 0.61 -0.256
O -2.32 2.57 0.96 0.020
H 4.88 -0.60 1.16 0.050
H 4.48 -0.25 2.73 0.073
H 2.76 -1.95 0.95 0.131
H 2.50 -1.52 2.74 0.118
H 4.29 1.43 0.69 0.096
H 2.68 4.69 -0.93 0.083
H 4.02 4.37 0.40 0.120
H 4.72 3.99 -2.29 0.123
H 4.91 2.47 -1.12 0.101
H 3.59 1.51 -2.49 0.100
H -1.95 -4.63 1.09 0.126
H -0.41 -3.70 1.66 0.107
H 0.75 -4.79 -0.13 0.122
H -0.16 -3.57 -1.18 0.127
H -0.50 -6.32 -1.13 0.099
H -3.42 -3.72 -0.99 0.119
H -3.28 2.20 -1.61 0.117
H -4.68 1.14 -2.34 0.119
H -5.16 3.02 -0.12 0.125
H -4.66 1.45 0.75 0.115
```